5
Properties=species:S:1:pos:R:3 method="wB97M-V/def2-TZVPD" charge=0 smiles="[PH2]#P=S" e_homo_ev="-8.887 / -8.900" lumo_energy_ev="-2.534 / -2.531"
H 0.78 -0.90 -1.04
P 0.47 -0.67 0.44
P -0.45 1.27 0.43
S -2.46 0.55 -0.59
H 1.66 -0.24 0.76

=====

12
Properties=species:S:1:pos:R:3 method="wB97M-V/def2-TZVPD" charge=0 e_homo_ev=-6.886 lumo_energy_ev=0.463
H 0.58 -1.89 -0.49
C -0.87 -1.23 0.63
N -0.31 -1.46 -0.52
H 0.20 1.11 0.44
H 1.66 0.12 -1.01
H -0.38 -1.29 1.67
H -2.22 -0.49 -0.29
N 0.39 1.54 -0.45
O -2.03 -0.62 0.69
H -0.44 1.79 -1.00
H 0.93 2.50 -0.13
N 1.05 0.70 -1.42

=====

51
Properties=species:S:1:pos:R:3 method="wB97M-V/def2-TZVPD" charge=0 smiles="COc1ccc2nc(C)cc(SCC(=O)N/N=C/c3cccc4ccccc34)c2c1" e_homo_ev=-7.999 lumo_energy_ev=-0.072
C -1.50 1.43 -4.75
C 0.73 0.59 3.52
C -2.71 -1.82 -1.57
C 0.52 2.67 -6.30
C -0.38 -1.71 -2.17
H 0.73 -4.36 -1.17
H 0.05 -1.25 4.31
C 0.23 0.02 -3.85
N -3.04 -0.85 -2.37
S 1.32 -2.20 -2.07
C 0.83 3.87 5.31
C -2.44 0.79 -3.97
H -3.91 -3.51 -1.04
C -1.38 -2.30 -1.44
C -0.15 1.04 -4.69
H 1.50 5.76 4.57
H 1.27 -0.27 -3.81
C 0.20 -0.20 4.52
C 1.47 2.88 2.80
C 1.66 4.20 3.09
C 0.09 1.65 6.03
H -0.18 2.34 -7.08
H -3.53 -2.43 0.30
H 0.09 3.53 -5.77
H 1.46 2.96 -6.76
H 0.58 4.25 6.30
C 1.32 -3.51 -0.82
H -1.20 -3.11 -0.75
C -0.12 0.32 5.77
H 1.58 -1.22 0.15
O 0.31 -3.88 1.31
C 1.34 4.71 4.36
C -2.08 -0.26 -3.11
C 0.62 2.50 5.04
O 0.84 1.62 -5.42
C 0.95 1.98 3.76
H -1.82 2.22 -5.40
N 1.14 -1.81 0.87
H 1.52 0.57 1.47
C -3.79 -2.46 -0.76
H -0.53 -0.33 6.53
H -3.48 1.07 -4.01
H -4.73 -1.94 -0.92
C -0.71 -0.65 -3.05
H 2.37 -3.82 -0.76
H 2.05 4.87 2.34
C 0.85 -3.10 0.57
H 1.72 2.53 1.81
N 0.81 -1.26 2.05
C 1.05 -0.03 2.25
H -0.15 2.07 7.00

=====

39
Properties=species:S:1:pos:R:3 method="wB97M-V/def2-TZVPD" charge=-1 spin_multiplicity=2 e_homo_ev="-5.409 / -5.408" s2=0.817 lumo_energy_ev="1.551 / 1.652"
O 0.26 3.84 -0.68
F -0.52 -3.77 -1.28
F -2.56 -3.51 -0.59
C -1.55 0.98 3.63
C 3.20 -1.77 -2.22
H -0.79 1.34 -5.52
H 3.12 -1.44 -3.26
O -0.68 -1.46 1.35
N -0.90 1.05 -2.42
H 3.15 -2.86 -2.11
F 1.79 0.25 1.56
N 0.04 1.65 0.43
H 4.05 -1.29 -1.73
F -1.42 -1.69 -1.42
C -0.03 1.66 -4.80
F -1.67 2.83 -0.25
C -0.77 1.00 4.88
N -2.18 0.94 2.62
C -0.52 1.30 -3.44
H -0.39 -3.09 3.74
S 1.64 1.79 1.20
H -0.10 1.86 4.79
C 2.04 -1.23 -1.68
H -1.22 1.11 5.87
C -0.73 -2.39 2.19
N 1.10 -0.82 -1.18
O 2.80 2.06 0.26
H -0.06 2.75 -4.82
S -0.23 3.14 0.45
O -0.76 3.74 1.64
V -0.86 0.00 -0.30
H 0.91 1.17 -5.05
O -2.42 0.39 -0.27
F -2.22 -3.25 -2.77
O -0.53 -2.17 3.53
O 1.77 2.38 2.49
O -0.92 -3.51 1.76
H -0.16 0.10 4.94
B -1.67 -3.09 -1.54

=====

22
Properties=species:S:1:pos:R:3 method="wB97M-V/def2-TZVPD" charge=+1 e_homo_ev=-12.809 lumo_energy_ev=-4.364
H 3.88 -1.61 1.16
H -2.07 0.24 0.24
C -1.51 1.27 -1.56
H -4.18 -0.25 0.64
C 2.87 -1.39 1.48
H 2.70 0.53 -2.51
N 2.62 -0.28 -0.65
H -0.14 2.00 -3.11
H 0.22 -0.53 1.56
H -2.52 1.71 -1.59
H 3.05 -0.60 2.21
H -4.05 0.20 2.14
C 0.02 0.26 -0.32
C 2.12 -0.75 0.41
H -3.39 -1.07 1.79
C -0.41 1.38 -2.26
C 2.07 0.37 -1.68
H 2.20 -2.24 1.94
N 0.62 -0.36 0.66
C 0.68 0.70 -1.58
N -3.53 -0.16 1.35
N -1.25 0.59 -0.31

=====

51
Properties=species:S:1:pos:R:3 method="wB97M-V/def2-TZVPD" charge=+3 e_homo_ev="-15.599 / -15.600" lumo_energy_ev="-12.138 / -12.136"
C 0.81 -2.65 -0.98
C 1.49 3.25 -1.49
C -0.01 6.65 -1.42
C 1.08 7.34 -2.00
N -0.87 -1.28 2.86
C 0.07 5.31 -1.22
C -1.79 -1.75 6.34
C -1.24 -2.04 3.94
C 0.05 -3.18 -2.20
O 0.13 -2.64 0.20
H -1.53 -1.00 7.08
C 1.26 4.59 -1.61
H -1.28 -2.67 6.61
C -1.12 -4.40 -4.39
H -1.78 -3.86 4.67
H -2.87 -1.90 6.35
C -0.71 -0.02 3.27
Pt -0.07 -0.89 1.04
O -0.30 0.77 2.38
C -1.05 -5.08 -3.19
H -0.90 7.20 -1.15
H -0.16 0.47 5.29
H -0.19 -4.64 -0.18
H -1.40 -3.81 2.98
H 2.47 2.94 -1.84
N 1.34 -1.33 -1.27
C 0.73 2.11 -0.97
H 3.25 4.82 -2.48
H -0.77 4.79 -0.78
C -1.02 0.11 4.73
C 2.26 6.69 -2.38
H -1.43 -6.08 -3.08
N -1.47 -3.33 3.87
H 1.96 -1.19 -2.07
H 0.34 -1.49 -3.54
C -0.62 -3.11 -4.51
O -0.41 -5.19 -0.94
H -1.87 0.77 4.91
H 1.72 -3.28 -0.89
H -1.58 -4.88 -5.24
N 0.91 -0.33 -0.62
H 2.33 0.89 -1.57
C 2.35 5.34 -2.19
H -0.71 -2.57 -5.44
C -0.03 -2.50 -3.42
H 1.00 8.41 -2.15
H 3.07 7.25 -2.82
C -0.46 -4.48 -2.08
C 1.38 0.92 -1.05
Br -1.03 2.25 -0.39
N -1.33 -1.29 5.03

=====

| no. | DFT total energy (eV) |
| --- | --- |
| 1 | -29442.4997 |
| 2 | -7663.9489 |
| 3 | -44629.2361 |
| 4 | -94106.9220 |
| 5 | -13390.8755 |
| 6 | -107933.3636 |